No. 1
# C11H10BrNSeY

A structure of composition C11H10BrNSeY in a non-equilibrium geometry (wB97M-V/def2-TZVPD, the OMol25 dataset).

Calculated values
Net charge ... -1
Energy above the lowest of the compared OMol25 structures with the same formula, charge and spin ... 52.6 kJ/mol
LUMO ... 1.3235 eV
Gap between HOMO and LUMO ... 4.161 eV

Last column: natural (NBO) charge in e.
Positions of all 25 atoms, in Å:
C: -0.6490 0.4001 -2.2340  -0.246
C: -0.3281 1.7607 -2.3228  -0.444
C: 1.1113 1.8670 -2.3458  -0.547
H: -0.9890 2.6147 -2.5541  0.241
C: 1.6134 0.5619 -2.0957  -0.379
C: 0.5269 -0.3320 -2.0760  -0.262
H: 0.5667 -1.4258 -2.0568  0.249
H: -1.6471 -0.0143 -2.3420  0.244
H: 1.7094 2.8165 -2.3833  0.224
H: 2.6525 0.2964 -1.9055  0.235
Y: 0.7270 2.0151 0.0267  2.058
Br: -1.3799 3.2092 0.8581  -0.584
C: -0.8295 -1.8403 2.5028  -0.368
C: -0.5388 -2.6363 1.3552  -0.361
C: -1.4962 -2.3571 0.3405  -0.383
H: 0.3155 -3.2788 1.3018  0.179
C: -2.3501 -1.3353 0.8512  -0.368
C: -1.9757 -1.0110 2.1863  -0.377
H: -2.4233 -0.2272 2.7954  0.187
H: -0.2814 -1.7625 3.4495  0.184
H: -1.4888 -2.7837 -0.6614  0.176
H: -3.0773 -0.8139 0.2445  0.176
Se: 4.5125 1.6404 3.4496  -0.185
C: 3.3148 1.3373 2.1893  0.197
N: 2.4042 1.2990 1.4264  -0.845

Forces on atoms 1 to 3 (eV/Å):
-0.64 0.36 0.22
0.42 1.41 -1.15
0.12 0.79 0.23


No. 2
# C8H23Br2MnNO5

A structure of composition C8H23Br2MnNO5 in a non-equilibrium geometry (wB97M-V/def2-TZVPD, the OMol25 dataset).

Calculated values
2S+1 ... 6
Energy above the lowest of the compared OMol25 structures with the same formula, charge and spin ... 0.0 kJ/mol
LUMO (spin up / spin down) ... 0.2182 / 0.2060 eV
Gap between HOMO and LUMO (spin up / spin down) ... 7.856 / 8.046 eV

Last column: Mulliken spin population.
Positions of all 40 atoms, in Å:
Mn: 7.8291 -24.4903 6.6718  4.829
Br: 8.2403 -26.4359 8.1935  0.063
Br: 8.0446 -25.5865 4.1099  0.047
C: 3.8729 -22.9779 5.7680  0.004
C: 5.2953 -23.5467 5.5823  -0.012
C: 6.1958 -22.3667 5.2428  0.009
O: 7.5624 -22.6564 5.5338  -0.015
C: 8.4658 -21.7599 4.9266  0.009
N: 5.6678 -24.2976 6.8293  0.049
H: 3.4977 -22.5146 4.8533  0.001
H: 3.8469 -22.2472 6.5785  0.000
H: 3.1884 -23.7850 6.0360  -0.001
H: 5.3035 -24.2260 4.7324  -0.009
H: 5.9080 -21.4869 5.8390  -0.002
H: 6.1176 -22.0529 4.1993  -0.001
H: 9.3673 -21.5761 5.5030  0.002
H: 8.0312 -20.7948 4.6638  0.002
H: 8.8090 -22.2235 3.9954  0.000
H: 5.0709 -25.1244 6.7775  0.004
H: 5.2399 -23.8333 7.6308  0.003
C: 7.2979 -23.1427 9.5376  0.005
C: 8.2871 -23.0972 10.6742  -0.002
O: 8.7284 -21.7393 10.8043  -0.001
O: 7.9170 -22.8481 8.2877  0.008
H: 6.4729 -22.4388 9.6956  0.002
H: 6.8684 -24.1447 9.5197  0.003
H: 9.1128 -23.7911 10.4944  0.000
H: 7.7906 -23.3893 11.6088  0.000
H: 9.4111 -21.7064 11.4811  0.000
H: 8.3360 -21.9827 8.3697  0.004
C: 11.8859 -24.1023 5.0778  0.001
C: 11.1212 -24.7758 6.1879  0.009
O: 9.9531 -23.9784 6.4812  -0.019
O: 12.3101 -22.8241 5.5356  0.000
H: 11.1800 -23.9628 4.2457  0.000
H: 12.6831 -24.7354 4.6792  0.001
H: 11.7100 -24.7955 7.1111  0.001
H: 10.8491 -25.7967 5.9418  -0.002
H: 10.3135 -23.0827 6.4823  0.006
H: 12.8825 -22.4157 4.8829  0.000

Forces on atoms 1 to 3 (eV/Å):
0.93 -1.23 -0.54
-0.05 0.06 0.21
-0.15 0.31 0.53


No. 3
# C3H8N2O

An isolated molecule of C3H8N2O in a non-equilibrium geometry (wB97M-V/def2-TZVPD, the OMol25 dataset).

Calculated values
Energy above the lowest of the compared OMol25 structures with the same formula, charge and spin ... 252.9 kJ/mol
LUMO ... 1.1457 eV
Structure (SMILES) ... CCO/C=N/N
Gap between HOMO and LUMO ... 9.663 eV

Last column: natural (NBO) charge in e.
Positions of all 14 atoms, in Å:
C: -1.6721 0.8488 -0.3671  -0.652
C: -1.4672 -0.3800 0.4971  -0.076
C: 0.7632 -0.9153 -0.2846  0.354
H: -0.7501 1.5554 -0.3152  0.240
H: -2.5283 1.4469 0.0570  0.214
H: -1.9438 0.5990 -1.4224  0.216
H: -1.0260 -0.0420 1.4241  0.188
H: -2.3223 -1.0155 0.6910  0.195
H: 1.3480 -1.6380 -0.9069  0.150
H: 3.0160 0.9101 0.7296  0.366
H: 3.1906 -0.5565 -0.2055  0.337
N: 1.2680 0.1102 0.2796  -0.351
N: 2.6509 0.3484 -0.0610  -0.673
O: -0.5269 -1.2713 -0.1158  -0.507

Forces on atoms 1 to 3 (eV/Å):
-0.25 1.68 -0.05
1.30 0.52 -0.31
0.19 0.43 0.64


No. 4
# C9H12AgB11Br6F5STe

A structure of composition C9H12AgB11Br6F5STe in a non-equilibrium geometry (wB97M-V/def2-TZVPD, the OMol25 dataset).

Calculated values
Net charge ... +1
Energy above the lowest of the compared OMol25 structures with the same formula, charge and spin ... 117.6 kJ/mol
LUMO ... -8.6338 eV
Gap between HOMO and LUMO ... 2.470 eV

Last column: natural (NBO) charge in e.
Positions of all 46 atoms, in Å:
Ag: -0.6147 -0.1192 1.3832  0.605
Br: -1.0322 1.1526 -1.1223  -0.092
B: -2.9578 0.7346 -1.1182  -0.057
B: -4.0660 1.2382 -2.3721  -0.105
C: -5.2520 0.0277 -2.3618  -0.529
B: -3.6560 -0.4772 -2.1742  -0.085
B: -4.9883 -1.2622 -1.2971  -0.084
B: -6.2145 -0.0352 -0.9651  -0.089
B: -5.6430 1.5021 -1.6233  -0.073
B: -4.1701 1.9771 -0.7695  -0.125
Br: -3.6757 3.8202 -0.4502  -0.002
B: -5.5175 1.1872 0.1125  -0.083
Br: -6.5774 2.1390 1.4138  0.013
B: -5.1036 -0.5467 0.3127  -0.104
Br: -5.6546 -1.5707 1.8562  0.009
B: -3.5269 -0.8114 -0.4554  -0.113
Br: -2.2410 -2.1251 0.2373  -0.044
B: -3.8519 0.7040 0.4219  -0.112
Br: -2.9468 1.1005 2.1034  -0.006
H: -3.7735 1.8054 -3.3754  0.111
H: -5.7280 -0.1981 -3.3036  0.330
H: -3.0887 -1.0635 -3.0380  0.100
H: -5.3072 -2.3734 -1.5749  0.110
H: -7.3671 -0.3057 -1.0204  0.118
H: -6.4085 2.2637 -2.1187  0.111
C: 1.7405 -0.5898 4.5920  -0.866
Te: 1.4191 -1.4752 2.7136  0.541
C: 3.3083 -0.9819 1.9494  -0.885
H: 2.0338 0.4461 4.4348  0.233
H: 2.5378 -1.1572 5.0706  0.238
H: 0.8207 -0.6544 5.1695  0.254
H: 4.0374 -1.5699 2.5075  0.242
H: 3.4628 0.0861 2.0968  0.229
H: 3.3240 -1.2296 0.8908  0.225
F: 6.7959 2.6412 -4.5367  -0.197
C: 5.7742 2.1767 -3.8814  0.503
C: 4.5470 2.0479 -4.5469  0.269
F: 4.4631 2.4003 -5.8136  -0.240
C: 3.4748 1.5632 -3.8597  0.459
F: 2.3315 1.4474 -4.4786  -0.215
C: 3.5837 1.1758 -2.4585  -0.404
S: 2.2879 0.6044 -1.6602  0.580
C: 4.8845 1.3409 -1.8357  0.448
F: 5.0505 1.0167 -0.5745  -0.229
C: 5.9469 1.8241 -2.5264  0.242
F: 7.1328 1.9790 -1.9724  -0.234

Forces on atoms 1 to 3 (eV/Å):
0.19 -0.11 0.20
0.29 0.11 -0.05
-0.25 -0.13 0.20


No. 5
# C40H53CrI2N2OSi5Te

A structure of composition C40H53CrI2N2OSi5Te in a non-equilibrium geometry (wB97M-V/def2-TZVPD, the OMol25 dataset).

Calculated values
Net charge ... -1
2S+1 ... 5
Energy above the lowest of the compared OMol25 structures with the same formula, charge and spin ... 90.2 kJ/mol
LUMO (spin up / spin down) ... 1.9865 / 1.9578 eV
Gap between HOMO and LUMO (spin up / spin down) ... 5.134 / 6.724 eV

Last column: Mulliken spin population.
Positions of all 105 atoms, in Å:
Cr: 0.0579 0.2664 0.4689  3.373
I: 2.3900 -0.6268 -0.4265  0.014
C: 2.6658 -2.7706 -0.5258  -0.007
I: 2.2667 -3.7317 1.2996  0.001
H: 3.7019 -2.9487 -0.7838  0.001
H: 1.9897 -3.1981 -1.2547  0.002
C: 2.1572 -1.2477 5.4609  0.072
C: 0.7915 -1.0741 5.6591  -0.041
C: -0.0031 -0.4866 4.6851  0.073
C: 0.5575 -0.0651 3.4756  -0.117
C: 1.9351 -0.1928 3.3017  0.060
C: 2.7212 -0.7916 4.2765  -0.039
N: -0.2126 0.5158 2.4550  0.126
N: -1.3956 0.9839 2.8657  0.533
C: -2.1560 1.4231 1.7929  -0.179
C: -3.3823 2.0605 2.0291  0.101
C: -4.1556 2.4863 0.9572  -0.051
C: -3.7230 2.2742 -0.3512  0.134
C: -2.5008 1.6375 -0.5769  -0.001
C: -1.7177 1.2131 0.4800  -0.153
H: 2.7702 -1.7153 6.2207  0.008
H: 0.3361 -1.3991 6.5877  -0.002
H: -1.0641 -0.3483 4.8343  0.018
H: 2.3926 0.2093 2.4096  0.011
H: 3.7869 -0.8910 4.1075  -0.002
H: -3.7001 2.2194 3.0537  -0.003
H: -5.0979 2.9901 1.1405  0.001
H: -4.3305 2.5979 -1.1884  -0.006
H: -2.1750 1.4654 -1.5974  -0.009
O: -0.7119 -1.2426 -0.3737  -0.017
Si: -1.6137 -2.5940 -0.3747  0.052
C: -1.6820 -3.3835 1.3248  0.025
C: -2.1202 -2.5574 2.3705  0.060
C: -2.2519 -3.0419 3.6659  0.018
C: -1.9351 -4.3627 3.9531  0.001
C: -1.4732 -5.1916 2.9400  -0.001
C: -1.3496 -4.7036 1.6438  0.002
C: -0.9291 -3.7460 -1.6956  -0.001
C: -0.1899 -3.1543 -2.7274  0.004
C: 0.3674 -3.9173 -3.7480  0.000
C: 0.1963 -5.2956 -3.7601  0.000
C: -0.5630 -5.9018 -2.7673  0.000
C: -1.1241 -5.1325 -1.7542  -0.001
C: -3.3934 -2.2446 -0.8942  0.007
C: -4.1445 -1.2604 -0.2331  0.012
C: -5.4515 -0.9762 -0.6044  -0.004
C: -6.0474 -1.6716 -1.6499  0.000
C: -5.3282 -2.6494 -2.3220  -0.001
C: -4.0160 -2.9288 -1.9467  0.003
H: -2.3627 -1.5161 2.1828  -0.063
H: -2.5959 -2.3813 4.4511  0.000
H: -2.0402 -4.7416 4.9631  0.000
H: -1.2063 -6.2194 3.1572  0.000
H: -0.9626 -5.3660 0.8815  0.001
H: -0.0537 -2.0781 -2.7236  -0.001
H: 0.9405 -3.4347 -4.5302  0.000
H: 0.6485 -5.8947 -4.5411  0.000
H: -0.7203 -6.9734 -2.7831  0.000
H: -1.7462 -5.6237 -1.0160  0.000
H: -3.7006 -0.6864 0.5718  -0.010
H: -5.9991 -0.2040 -0.0777  0.002
H: -7.0652 -1.4449 -1.9442  0.000
H: -5.7848 -3.1932 -3.1407  0.000
H: -3.4695 -3.6907 -2.4917  0.000
C: 0.4830 5.0357 3.1125  -0.019
Si: 2.0427 5.4649 2.1987  0.000
C: 2.3977 7.2809 2.3789  0.002
C: 3.4274 4.4883 2.9688  0.001
Si: 1.8008 4.7613 0.0015  0.017
Te: 1.3531 2.3747 0.0652  -0.032
Si: 3.7324 5.1198 -1.2240  -0.007
C: 4.1843 6.9258 -1.2422  0.001
C: 5.1365 4.1495 -0.4876  0.003
C: 3.5018 4.5419 -2.9758  0.002
Si: -0.0309 5.7923 -0.9668  0.010
C: -0.2418 5.1786 -2.7103  0.001
C: 0.1369 7.6472 -0.9906  0.001
C: -1.5576 5.3062 -0.0292  -0.002
H: 0.6532 5.0497 4.1940  -0.001
H: 0.1510 4.0281 2.8375  0.011
H: -0.3340 5.7240 2.8768  0.000
H: 2.5264 7.5150 3.4409  0.000
H: 1.5786 7.8924 1.9882  0.000
H: 3.3093 7.5733 1.8484  0.000
H: 3.3791 4.5364 4.0614  0.000
H: 4.4112 4.8426 2.6432  0.000
H: 3.3387 3.4376 2.6737  0.003
H: 4.3282 7.3156 -0.2295  0.000
H: 3.4033 7.5282 -1.7174  0.000
H: 5.1159 7.0658 -1.8008  0.000
H: 5.4758 4.5845 0.4579  0.000
H: 5.9829 4.1117 -1.1815  0.000
H: 4.8124 3.1248 -0.2788  0.000
H: 2.8616 5.2224 -3.5450  0.000
H: 3.0268 3.5552 -2.9891  0.000
H: 4.4701 4.4654 -3.4814  0.000
H: 0.5173 5.5796 -3.3889  0.000
H: -1.2321 5.4488 -3.0908  0.001
H: -0.1567 4.0866 -2.7256  0.001
H: 1.0154 7.9658 -1.5612  0.000
H: 0.2386 8.0533 0.0207  0.000
H: -0.7527 8.0893 -1.4511  0.000
H: -1.5682 4.2229 0.1416  0.005
H: -2.4555 5.5647 -0.6001  -0.002
H: -1.6141 5.7890 0.9507  0.000

Forces on atoms 1 to 3 (eV/Å):
-2.57 -0.57 0.49
1.76 -0.84 -0.67
-0.20 0.16 0.03